[1]
The following is a DFT calculation (the ωB97M-V functional and the def2-TZVPD basis) of 4 unconnected molecules or ions with the total composition C64H42BrFN3O11 at a distorted geometry.

Energy (eV): -166783.147
Charge: +1
Orbital gap (Eh): 0.21655
LUMO (Ha): -0.179
HOMO (Eh): -0.3954

Geometry (Å):
N -4.83514 1.12622 2.48869
C -4.90751 0.53203 1.11750
C -6.03845 1.08300 0.16956
C -6.97621 2.27042 0.76061
C -6.29550 3.65921 0.79066
C -7.16940 4.83520 1.40876
C -8.58143 4.31171 1.87262
C -9.10584 2.86035 1.72041
N -8.27482 1.84594 1.15487
C -6.19737 0.47224 -1.25469
C -7.32105 0.97084 -2.27664
O -8.39146 0.36057 -2.50177
O -7.04898 2.20044 -2.98025
C -5.18527 -0.66490 -1.71539
C -5.36550 -1.29264 -3.17217
C -4.82676 -0.35575 -4.36742
O -4.18867 0.68370 -4.07371
Br -5.17412 -0.75754 -6.30629
C -4.06496 -1.10395 -0.68250
C -3.00987 -2.23308 -1.15749
O -1.67432 -1.61464 -1.07887
C -1.55152 -0.54915 -2.03075
C -1.66801 0.98333 -1.66674
C -1.49493 2.12957 -2.73245
C -1.17553 1.83500 -4.23245
C -1.06376 0.30269 -4.62512
C -1.24080 -0.85051 -3.55528
N -3.97053 -0.52101 0.66721
C -2.94810 -0.94743 1.67702
C -1.61491 -0.05729 1.67971
O -0.51227 -0.63045 1.45935
F -1.55486 1.35302 1.90409
H -5.14130 0.35578 3.11545
H -3.87633 1.44109 2.70372
H -5.22328 3.86195 0.41216
H -6.80320 5.90773 1.52436
H -9.29124 5.07698 2.36707
H -10.15952 2.59905 2.09653
H -6.90178 2.85207 -2.23947
H -4.96090 -2.37643 -3.26809
H -6.51112 -1.39523 -3.34752
H -3.10396 -3.10670 -0.40334
H -3.13298 -2.56020 -2.24588
H -1.88620 1.33648 -0.59058
H -1.58498 3.22177 -2.37338
H -1.04867 2.67781 -5.00188
H -0.82383 0.08528 -5.72676
H -1.13390 -1.92291 -3.96722
H -2.60569 -2.03738 1.48498
H -3.36117 -0.95888 2.76098
C 3.23175 -0.31879 2.29282
C 4.56208 -0.01605 2.57524
C 5.31942 0.71362 1.66291
C 4.75045 1.13212 0.45957
C 3.42574 0.80780 0.16700
C 2.66341 0.09120 1.09096
C 2.82409 1.20264 -1.12674
O 1.66407 0.92215 -1.38112
C 3.65319 1.93459 -2.10941
C 3.11746 2.26313 -3.35630
C 3.88567 2.96311 -4.28165
C 5.18709 3.34535 -3.96214
C 5.72619 3.01505 -2.72313
C 4.96297 2.30023 -1.79787
C 5.55779 1.92275 -0.49638
O 6.69782 2.25282 -0.21707
H 2.63852 -0.88002 3.00841
H 5.00893 -0.34673 3.50771
H 6.35425 0.95056 1.89170
H 1.62772 -0.15223 0.87408
H 2.10261 1.97118 -3.61100
H 3.46902 3.21304 -5.25255
H 5.78343 3.89769 -4.68173
H 6.74253 3.31159 -2.48210
C 4.21361 2.92282 3.74302
C 3.26338 3.02063 4.75749
C 3.62922 3.49936 6.01126
C 4.95156 3.87103 6.25814
C 5.90791 3.75012 5.24993
C 5.53396 3.28579 3.98724
C 7.32381 4.09418 5.51350
O 8.15936 3.99209 4.63169
C 7.71003 4.55518 6.86554
C 9.05037 4.82823 7.14540
C 9.42082 5.27489 8.41011
C 8.45394 5.45927 9.39633
C 7.11839 5.18304 9.12315
C 6.74535 4.72099 7.85942
C 5.32734 4.39608 7.58988
O 4.48034 4.55286 8.45386
H 3.92532 2.55802 2.76307
H 2.23555 2.72517 4.56980
H 2.88292 3.57809 6.79612
H 6.27123 3.20217 3.19408
H 9.80892 4.68990 6.38082
H 10.46425 5.48161 8.62699
H 8.74258 5.81464 10.38067
H 6.37040 5.32415 9.89744
C 1.81860 -7.01943 -1.86762
C 1.61245 -8.39745 -1.85464
C 0.53180 -8.94700 -2.53720
C -0.35399 -8.11731 -3.22585
C -0.16131 -6.73524 -3.21853
C 0.93416 -6.18830 -2.54706
C -1.12072 -5.84084 -3.90327
O -0.95168 -4.63031 -3.90044
C -2.29338 -6.43344 -4.58394
C -3.23599 -5.59804 -5.18412
C -4.33596 -6.14414 -5.83815
C -4.49273 -7.52729 -5.90289
C -3.55764 -8.36345 -5.30095
C -2.46078 -7.81667 -4.63166
C -1.49047 -8.71262 -3.96379
O -1.62814 -9.92256 -4.01560
H 2.66725 -6.59231 -1.34243
H 2.29608 -9.04418 -1.31366
H 0.37964 -10.02204 -2.52752
H 1.09733 -5.11482 -2.54884
H -3.11786 -4.51920 -5.14035
H -5.07073 -5.49161 -6.29989
H -5.34693 -7.95390 -6.41937
H -3.68773 -9.44029 -5.35065

Atomic partial charges in e from the Mulliken method, atoms 1 to 6: N -0.44; C 0.08; C 0.55; C -0.22; C -0.22; C -0.40

---

[2]
The following is a DFT calculation (the ωB97M-V functional and the def2-TZVPD basis) of a molecular structure, C64H44FFeN6O6P at a distorted geometry.

Energy (eV): -134704.735
Charge: -1
2S+1: 2
Orbital gap (spin up / spin down) (Eh): 0.17719 / 0.19596
LUMO (spin up / spin down) (Ha): 0.021 / 0.040
HOMO (spin up / spin down) (Eh): -0.1563 / -0.1562
Expectation value of S²: 0.787

Geometry (Å):
Fe 0.16643 0.37088 0.55241
C -6.48979 3.07389 1.14151
C -5.62187 4.08986 1.51521
C -4.25631 3.85342 1.57121
C -3.75484 2.59214 1.26581
C -4.62691 1.57225 0.88328
C -5.98930 1.81978 0.81727
C -2.31316 2.25611 1.33418
C -1.86279 1.54562 2.45828
C -2.50337 1.56025 3.75029
C -1.57816 1.11054 4.63346
C -0.41206 0.75252 3.85965
N -0.62629 1.01309 2.54960
C 0.74600 0.16414 4.38140
C 1.64959 -0.55998 3.57100
C 2.38922 -1.72669 4.02361
C 2.92097 -2.29051 2.91518
C 2.61005 -1.39511 1.81940
C 3.06112 -1.43901 0.51491
C 3.56145 -2.68634 -0.08454
C 2.87375 -3.14606 -1.21063
C 3.19074 -4.35890 -1.79374
C 4.21701 -5.13450 -1.27080
C 4.92709 -4.67550 -0.17120
C 4.60385 -3.46294 0.41883
C 2.99084 -0.27028 -0.33014
N 2.06438 0.70324 -0.23491
C 2.46682 1.72597 -1.04133
C 1.73113 2.91435 -1.23335
C 2.45784 4.07576 -1.78952
C 3.58925 4.50829 -1.09040
C 4.28302 5.63671 -1.49003
C 3.86778 6.34673 -2.60811
C 2.76046 5.91264 -3.32069
C 2.05563 4.78895 -2.91614
C 0.42076 3.08634 -0.76771
C -0.46460 4.17139 -1.08117
C -1.63681 3.92042 -0.44159
C -1.43798 2.73745 0.34302
N -0.19552 2.24231 0.10683
C 3.69239 1.37851 -1.67874
C 4.01089 0.11557 -1.24375
N 1.81825 -0.37911 2.26317
C 1.07164 0.35675 5.81904
C 0.65977 -0.47295 6.85478
C 1.00705 -0.18555 8.16790
C 1.76449 0.93702 8.46344
C 2.19221 1.76438 7.43405
C 1.85359 1.47291 6.12370
H -7.55669 3.25834 1.11827
H -6.01013 5.06925 1.76692
H -3.57502 4.63729 1.88064
H -4.22283 0.59694 0.62857
H -6.66030 1.02591 0.51585
H -3.50184 1.91450 3.95108
H -1.67152 0.99756 5.70194
H 2.42279 -2.08276 5.04143
H 3.49388 -3.20088 2.84809
H 2.05172 -2.55697 -1.58861
H 2.62620 -4.70611 -2.64990
H 4.45092 -6.09505 -1.71165
H 5.73083 -5.27476 0.23867
H 5.17955 -3.10674 1.26404
H 3.89143 3.96391 -0.20518
H 5.14391 5.97045 -0.92463
H 4.41008 7.22686 -2.92935
H 2.44039 6.45980 -4.19857
H 1.19644 4.45382 -3.48367
H -0.23773 5.00950 -1.71753
H -2.53502 4.51555 -0.45593
H 4.24023 1.98123 -2.38593
H 4.87778 -0.47000 -1.50887
H 0.06104 -1.34739 6.63054
H 0.68805 -0.83936 8.96988
H 2.01781 1.17014 9.48974
H 2.79410 2.63700 7.65438
H 2.19022 2.11262 5.31727
O -3.64238 -1.16869 -0.60395
C -2.51603 -0.79610 -0.92691
O -1.80816 0.02023 -0.23529
C -1.99702 -1.32953 -2.29365
P -0.47232 -0.49729 -2.87163
C -0.07167 -1.54322 -4.34312
C 1.18219 -1.37058 -4.93242
C 1.56796 -2.12121 -6.03165
C 0.71139 -3.07607 -6.56044
C -0.53234 -3.26414 -5.97784
C -0.92388 -2.50257 -4.88471
C -1.16121 0.96978 -3.74746
C -0.61916 1.42540 -4.95175
C -1.08070 2.59094 -5.54470
C -2.08644 3.33216 -4.93967
C -2.62266 2.89474 -3.73837
C -2.16390 1.72894 -3.14351
H -2.81000 -1.25029 -3.01659
H -1.75596 -2.38715 -2.15185
H 1.86732 -0.64579 -4.51509
H 2.54714 -1.96091 -6.46733
H 1.00719 -3.66384 -7.42064
H -1.20257 -4.01870 -6.37203
H -1.90648 -2.66362 -4.46241
H 0.16021 0.85802 -5.43999
H -0.64593 2.92133 -6.48117
H -2.44124 4.24649 -5.40036
H -3.40129 3.47052 -3.25300
H -2.58412 1.41603 -2.19568
F -4.31130 -5.03910 3.42578
C -3.58511 -5.12981 2.29657
C -2.40875 -4.49070 2.19976
N -1.61524 -4.59173 1.08886
C -0.31278 -3.93694 1.05932
C -0.40728 -2.40844 1.31475
O -0.99685 -2.01856 2.32222
O 0.19802 -1.71551 0.44155
C -2.01564 -5.32172 -0.01486
O -1.34443 -5.46212 -1.01890
N -3.24782 -5.92807 0.12320
C -4.11277 -5.93727 1.21769
O -5.14487 -6.57480 1.19334
H -2.04552 -3.83655 2.98039
H 0.14428 -4.12490 0.09453
H 0.32202 -4.35166 1.84772
H -3.55592 -6.45447 -0.68021

Atomic partial charges in e from the Mulliken method, atoms 1 to 6: Fe 0.12; C -0.37; C -0.83; C 0.07; C -0.57; C -0.05

---

[3]
The following is a DFT calculation (the ωB97M-V functional and the def2-TZVPD basis) of 5 unconnected molecules or ions with the total composition C64H45IO10.

SMILES: CC[C@@H](C)[C@@H]1OC(=O)C[C@H]1I.O=C1c2ccccc2C(=O)c2ccccc21.O=C1c2ccccc2C(=O)c2ccccc21.O=C1c2ccccc2C(=O)c2ccccc21.O=C1c2ccccc2C(=O)c2ccccc21
Energy (eV): -95677.025
Charge: 0
Orbital gap (Eh): 0.31029
LUMO (Ha): -0.046
HOMO (Eh): -0.3563

Geometry (Å):
C 4.90361 4.23015 -2.00844
C 4.61818 5.40522 -2.93438
C 3.64730 6.41829 -2.28994
C 4.26830 7.80401 -2.01862
C 2.38519 6.54060 -3.14516
O 1.49329 7.52993 -2.60015
C 0.56050 6.94785 -1.79683
O -0.19894 7.57826 -1.13415
C 0.71502 5.44373 -1.88752
C 1.54488 5.25882 -3.14411
I 0.24088 5.25641 -4.85757
H 5.62119 3.52793 -2.43242
H 5.28769 4.58103 -1.04858
H 3.97496 3.69092 -1.80460
H 4.18784 5.02254 -3.86660
H 5.54650 5.90548 -3.21223
H 3.33504 5.99129 -1.32988
H 3.71521 8.59821 -2.51796
H 5.30295 7.84104 -2.35720
H 4.26395 8.04060 -0.95641
H 2.65586 6.85959 -4.15173
H 1.29024 5.13707 -1.00596
H -0.23269 4.91590 -1.86145
H 2.10534 4.33233 -3.19196
O 2.41592 1.68628 -1.19047
C 2.51640 0.64375 -0.57634
C 2.03889 0.52347 0.82940
C 1.41522 1.61323 1.42519
C 0.93442 1.51261 2.71948
C 1.08063 0.32664 3.42986
C 1.71296 -0.75854 2.84793
C 2.18988 -0.66577 1.54552
C 2.85728 -1.84943 0.93694
O 3.03937 -2.86623 1.57284
C 3.29544 -1.74439 -0.48473
C 3.87772 -2.84995 -1.09302
C 4.28789 -2.77657 -2.41343
C 4.11903 -1.59845 -3.13250
C 3.54183 -0.49327 -2.53067
C 3.12693 -0.56171 -1.20616
H 1.30395 2.52680 0.85682
H 0.43187 2.35579 3.17525
H 0.68671 0.24793 4.43417
H 1.83274 -1.69021 3.38400
H 3.99555 -3.76032 -0.52062
H 4.73853 -3.63930 -2.88630
H 4.43752 -1.54494 -4.16531
H 3.40367 0.43157 -3.07406
O -2.80817 0.35846 3.01858
C -3.90918 0.71368 2.65480
C -4.06963 1.68140 1.53386
C -2.93177 2.16808 0.90026
C -3.05486 3.04344 -0.16458
C -4.31329 3.44111 -0.60196
C -5.44845 2.96880 0.03363
C -5.33322 2.08420 1.09939
C -6.57205 1.57105 1.74953
O -7.67180 1.92053 1.37491
C -6.41192 0.59908 2.87079
C -7.54952 0.09231 3.48744
C -7.42718 -0.82346 4.51857
C -6.16822 -1.23994 4.93735
C -5.03129 -0.73686 4.32822
C -5.14813 0.18543 3.29541
H -1.96117 1.83777 1.24659
H -2.16993 3.40867 -0.66930
H -4.40669 4.10023 -1.45378
H -6.43622 3.26797 -0.29127
H -8.51989 0.42620 3.14619
H -8.31414 -1.21680 4.99787
H -6.07575 -1.95944 5.74038
H -4.04366 -1.04836 4.63986
O -4.33939 2.29184 -3.62025
C -4.80798 1.48192 -4.39306
C -6.04614 0.72236 -4.06021
C -6.67584 0.96591 -2.84558
C -7.83324 0.28209 -2.51570
C -8.36622 -0.64975 -3.40052
C -7.73839 -0.90340 -4.60860
C -6.57445 -0.22107 -4.94283
C -5.90240 -0.52810 -6.23927
O -6.34013 -1.37224 -6.99070
C -4.66797 0.24063 -6.57598
C -4.02250 -0.01058 -7.78090
C -2.87752 0.69477 -8.11206
C -2.37152 1.65685 -7.24387
C -3.01059 1.90978 -6.04232
C -4.15709 1.20252 -5.70411
H -6.24329 1.69030 -2.17016
H -8.32049 0.47516 -1.56825
H -9.27334 -1.18112 -3.14364
H -8.13435 -1.63060 -5.30431
H -4.43042 -0.76104 -8.44424
H -2.37643 0.49663 -9.05062
H -1.47890 2.20964 -7.50674
H -2.63700 2.65674 -5.35452
O 7.48828 -7.67217 6.03859
C 6.36251 -7.33805 5.73681
C 6.11164 -6.35349 4.64593
C 7.19729 -5.83077 3.95347
C 6.99007 -4.92327 2.92838
C 5.69859 -4.53568 2.58894
C 4.61211 -5.04999 3.27610
C 4.81494 -5.95813 4.30886
C 3.63184 -6.48695 5.04659
O 2.50746 -6.11646 4.78666
C 3.88106 -7.49383 6.12066
C 2.79546 -8.03016 6.80304
C 3.00016 -8.97203 7.79658
C 4.29032 -9.38286 8.11467
C 5.37547 -8.84903 7.44132
C 5.17552 -7.90306 6.44276
H 8.19373 -6.14604 4.23147
H 7.83687 -4.51548 2.39138
H 5.53091 -3.82567 1.78928
H 3.60734 -4.74395 3.02109
H 1.80016 -7.69845 6.54058
H 2.15358 -9.38934 8.32611
H 4.44737 -10.12113 8.89024
H 6.38639 -9.15298 7.67621

Atomic partial charges in e from the Mulliken method, atoms 1 to 6: C -1.01; C -0.82; C 1.03; C -1.39; C -0.45; O -0.44